Computed, not measured: C8H8ClFN2O2S in the gas phase, with ωB97M-V/def2-TZVPD.

Results
Multiplicity: 1
Energy above the lowest of the compared OMol25 structures with the same formula, charge and spin, eV: 0.682

XYZ file:
```
23
Properties=species:S:1:pos:R:3:forces:R:3
C -0.664763 0.713613 -2.217464 -0.015 -0.088 0.172
C -0.509882 1.994756 -1.722642 0.043 0.080 0.248
C -0.420954 1.074495 0.427993 0.472 -0.301 4.473
C -0.598527 -0.216416 -0.010774 0.002 0.776 -1.168
C -0.706574 -0.417694 -1.400319 0.139 0.338 0.446
C -0.373863 2.194820 -0.353051 -0.053 -0.293 -0.321
C -0.185016 0.915361 2.472080 -0.771 0.472 -4.541
C 1.258941 0.828144 2.823070 -0.016 -0.013 0.243
N -0.580595 -1.210514 0.958637 0.230 0.170 0.830
N -0.738688 -1.684455 -1.951454 0.051 -0.347 -0.024
O -0.529607 -1.584115 3.437751 0.253 0.045 0.146
O -2.490649 -0.444754 2.484315 0.142 0.444 0.032
F -0.884800 1.873231 3.094236 0.133 -0.261 0.093
S -1.077242 -0.660719 2.493614 -0.406 -0.958 -0.497
Cl -0.145936 3.769157 0.305123 0.038 0.151 0.130
H -0.748774 0.575833 -3.282673 -0.022 -0.036 -0.223
H -0.483143 2.842078 -2.385863 -0.002 0.120 -0.141
H 1.692100 1.823617 2.901154 -0.101 0.038 -0.067
H 1.789668 0.267412 2.061668 0.037 -0.108 -0.071
H 1.361094 0.305590 3.774486 0.084 0.031 0.092
H -0.938286 -2.121263 0.717591 -0.050 -0.141 0.250
H -0.961027 -1.715740 -2.933182 -0.106 -0.142 0.090
H -1.156791 -2.421906 -1.407626 -0.083 0.024 -0.192
```
Forces are in eV/Å.